{
  "formula": "C26H80N8O2",
  "method": "ωB97M-V/def2-TZVPD",
  "symbols": ["N", "H", "H", "H", "H", "N", "H", "H", "H", "H", "N", "H", "H", "H", "H", "N", "H", "H", "H", "H", "O", "C", "C", "O", "H", "H", "H", "H", "C", "C", "N", "C", "C", "C", "C", "H", "H", "H", "H", "H", "H", "H", "H", "H", "H", "H", "H", "H", "H", "H", "C", "C", "N", "C", "C", "C", "C", "H", "H", "H", "H", "H", "H", "H", "H", "H", "H", "H", "H", "H", "H", "H", "C", "C", "N", "C", "C", "C", "C", "H", "H", "H", "H", "H", "H", "H", "H", "H", "H", "H", "H", "H", "H", "H", "C", "C", "N", "C", "C", "C", "C", "H", "H", "H", "H", "H", "H", "H", "H", "H", "H", "H", "H", "H", "H", "H"],
  "positions_angstrom": [[10.131660, 7.074700, 31.825290], [9.875900, 7.867700, 32.396100], [9.241760, 6.607050, 31.727900], [10.806030, 6.442090, 32.231650], [10.446730, 7.494960, 30.962610], [6.436570, 5.049520, 30.355680], [6.621230, 5.836870, 30.960720], [7.348710, 4.648320, 30.190970], [6.017030, 5.460890, 29.534180], [5.832050, 4.391150, 30.825990], [6.645090, 5.260050, 34.356920], [6.216020, 4.370660, 34.144830], [5.869330, 5.715090, 34.816510], [6.801520, 5.909920, 33.599750], [7.509330, 5.205570, 34.876750], [10.100370, 7.896540, 36.116750], [9.687060, 6.976550, 36.170610], [9.886380, 8.255210, 35.197150], [11.102550, 7.771150, 36.113150], [9.692010, 8.399530, 36.891570], [9.421840, 8.850210, 33.646090], [7.983840, 8.959050, 33.619660], [7.188190, 8.192770, 32.401310], [7.363020, 6.780720, 32.129190], [7.674590, 10.004260, 33.618250], [7.603450, 8.623830, 34.584560], [7.502970, 8.706550, 31.493000], [6.137140, 8.480860, 32.421250], [8.559010, 10.956430, 36.748020], [8.043370, 10.044620, 37.915370], [9.004980, 9.066540, 38.400410], [8.379750, 7.998120, 39.250870], [8.044970, 6.804080, 38.363750], [10.321150, 9.525060, 38.818870], [10.407510, 10.375360, 40.096890], [7.755300, 11.427840, 36.182410], [9.104460, 10.378270, 36.002140], [9.127470, 11.767620, 37.202910], [7.522210, 10.666630, 38.643100], [7.372700, 9.424480, 37.320620], [8.956100, 7.715830, 40.131910], [7.472760, 8.426420, 39.677520], [7.412490, 7.009500, 37.500110], [8.934480, 6.305740, 37.978340], [7.497830, 6.069610, 38.954760], [10.811880, 10.021010, 37.981420], [10.951340, 8.687130, 39.116920], [10.368870, 9.779140, 41.008550], [9.710730, 11.213090, 40.068820], [11.394820, 10.830470, 40.175570], [0.916570, 13.305220, 29.863620], [2.201100, 12.596660, 30.430730], [1.967920, 11.899770, 31.662190], [3.025750, 10.787860, 31.842290], [4.418130, 11.338240, 32.470720], [1.651400, 12.655680, 32.862920], [1.332220, 11.981440, 34.218770], [0.012260, 13.215190, 30.465470], [0.658720, 12.896850, 28.886460], [1.097320, 14.347600, 29.601170], [2.644120, 11.976680, 29.651340], [3.021520, 13.309830, 30.510730], [3.156660, 10.204820, 30.930690], [2.659480, 10.054260, 32.560460], [5.201040, 10.582780, 32.537240], [4.296400, 11.782720, 33.458500], [4.871090, 12.060500, 31.791560], [2.470640, 13.342860, 33.074390], [0.852170, 13.310120, 32.515010], [0.474270, 11.309180, 34.227960], [2.137830, 11.333760, 34.564620], [1.202530, 12.750920, 34.979810], [11.890060, 10.404440, 31.650580], [11.086100, 10.205260, 30.312240], [11.044270, 8.823710, 29.655120], [10.193490, 8.796460, 28.432400], [8.611730, 8.690330, 28.599310], [12.428040, 8.475660, 29.243110], [12.616510, 6.946070, 29.368210], [12.971060, 10.460860, 31.522680], [11.618400, 9.651440, 32.390370], [11.562850, 11.326670, 32.130720], [10.047240, 10.347940, 30.609760], [11.350810, 10.911180, 29.525030], [10.448970, 9.649650, 27.804000], [10.493660, 7.954180, 27.809050], [8.070770, 8.605010, 27.656870], [8.274380, 7.930350, 29.304100], [8.293990, 9.584640, 29.135360], [13.200570, 8.938360, 29.857280], [12.709040, 8.792700, 28.238810], [11.755900, 6.281020, 29.296350], [12.918020, 6.684460, 30.382480], [13.452300, 6.655880, 28.731540], [3.382770, 8.970760, 35.992620], [4.631730, 8.077330, 35.650850], [4.455420, 6.664340, 35.505080], [3.425690, 6.164060, 34.527630], [3.287950, 6.725560, 33.042800], [4.408020, 5.740020, 36.674170], [3.546880, 5.991750, 37.905670], [2.606300, 8.355630, 36.447400], [2.873730, 9.166510, 35.048870], [3.488690, 9.756920, 36.740170], [5.060250, 8.436110, 34.715040], [5.366240, 8.381860, 36.396410], [3.631800, 5.094940, 34.476480], [2.396270, 6.338850, 34.840410], [2.541550, 6.173360, 32.471790], [2.941030, 7.749920, 33.178600], [4.226230, 6.532250, 32.522850], [5.454610, 5.748270, 36.978610], [4.335140, 4.706490, 36.335630], [3.779360, 6.970490, 38.325340], [3.724630, 5.242270, 38.676900], [2.502720, 5.878810, 37.613990]],
  "atomic_forces_ev_per_a": [[0.22, -1.56, -0.66], [-0.15, 1.69, 2.36], [-0.96, -0.30, -0.17], [0.31, 0.24, 0.12], [0.73, 0.46, -1.46], [-0.23, -0.74, -0.72], [0.76, 2.14, 2.22], [0.17, -0.35, -0.52], [-0.14, -0.44, -0.65], [-0.29, -0.27, -0.20], [-0.06, -0.94, 0.61], [0.69, -0.55, -0.55], [-1.08, 1.54, 1.80], [0.78, 0.76, -2.64], [-0.12, -0.34, 0.44], [1.00, -2.19, -0.45], [0.01, -0.34, 0.01], [-0.97, 1.39, -2.42], [0.40, 0.21, 0.59], [-0.47, 1.25, 1.73], [-1.81, -0.53, -0.17], [1.24, -1.52, -0.72], [1.40, 0.39, -0.19], [-0.60, 0.31, 1.21], [-0.16, 0.36, -0.59], [-0.48, -0.59, 0.47], [0.45, 0.34, -0.18], [-0.51, -0.23, 0.64], [0.23, -0.03, 1.24], [-0.03, 0.07, -2.34], [0.64, -0.68, 0.46], [-0.36, 1.08, -1.06], [-0.18, -0.62, 0.58], [0.48, 0.37, 1.41], [0.30, 0.58, -0.40], [-0.34, -0.12, 0.36], [0.38, 0.18, 0.13], [0.45, -0.01, -0.51], [-0.01, -0.27, 0.33], [-0.99, -0.12, 0.68], [0.47, 0.02, -0.36], [-0.25, -0.14, -0.02], [-0.13, 0.56, 0.00], [0.21, -0.07, 0.26], [0.04, -0.19, 0.00], [-0.06, 0.19, -0.03], [-0.12, -0.60, -0.70], [-0.68, 0.01, -0.06], [-0.21, -0.14, 0.36], [0.13, 0.05, -0.29], [0.40, 0.08, -0.69], [-1.71, 0.90, -1.62], [4.40, -1.63, 0.88], [0.16, 0.13, 1.46], [-0.93, 0.22, -1.19], [-1.50, 0.42, 0.30], [0.26, -0.84, -0.59], [0.28, 0.04, 0.23], [0.08, -0.46, 0.14], [0.07, 0.09, 0.59], [-0.44, -0.75, 0.34], [-0.01, 0.50, 0.92], [0.02, 0.67, -0.23], [-0.39, 0.26, 0.16], [-0.54, -0.55, 0.02], [-0.22, -0.05, -0.13], [-0.25, 0.31, 0.04], [0.53, 0.06, -0.44], [-0.24, 0.13, 0.43], [-0.31, 0.39, -0.31], [0.35, 0.23, -0.09], [-0.11, 0.06, -0.24], [-0.40, -0.43, -0.97], [-0.87, -0.95, 0.38], [0.87, 0.92, 0.48], [-0.96, -0.44, -0.14], [1.45, 0.98, 1.11], [-0.25, -1.52, 0.21], [0.84, 0.20, 0.64], [-0.08, -0.12, -0.04], [0.11, -0.28, -0.16], [0.00, 0.19, -0.35], [-0.14, 0.46, -0.20], [0.13, 0.35, 0.19], [-0.27, 0.40, -0.01], [0.21, -0.26, 0.31], [0.30, 0.04, 0.01], [0.34, -0.66, -0.18], [-0.24, 0.37, -0.37], [-0.42, 0.13, 0.35], [-0.53, 0.16, -0.32], [-0.31, 0.38, -1.06], [0.43, 0.31, 0.29], [-0.28, -0.44, -0.09], [-0.73, -2.08, -0.35], [-0.50, 2.00, 0.58], [-1.24, -2.09, -1.21], [-0.68, 0.62, -1.17], [1.03, -0.67, 1.78], [1.96, 0.47, 0.66], [-0.28, 0.01, -0.79], [0.11, -0.42, 0.36], [0.13, 1.10, 0.03], [0.46, 0.39, -0.73], [-0.02, 0.09, -0.18], [0.35, -0.85, 0.19], [-0.43, -0.06, -0.06], [-0.01, -0.43, 0.91], [-0.24, -0.09, 0.48], [0.51, 0.18, -0.73], [0.22, 0.93, -0.26], [0.28, 0.12, 0.69], [-0.63, 0.08, -0.34], [-0.33, 0.02, 0.02], [0.22, -0.03, -0.14], [-0.17, 0.41, 0.29]],
  "total_charge": 3,
  "homo_ev": [-14.71, -14.71],
  "multiplicity": 2,
  "e_above_lowest_kj_mol": 0.00,
  "s_squared": 0.755,
  "max_force_ev_per_a": 4.779
}

---

{
  "formula": "C26H81N6O11",
  "method": "ωB97M-V/def2-TZVPD",
  "symbols": ["O", "H", "H", "H", "O", "H", "H", "H", "C", "C", "O", "H", "H", "H", "H", "H", "C", "C", "C", "O", "C", "N", "H", "H", "H", "H", "H", "H", "H", "H", "H", "H", "H", "C", "C", "C", "O", "C", "N", "H", "H", "H", "H", "H", "H", "H", "H", "H", "H", "H", "C", "C", "C", "O", "C", "N", "H", "H", "H", "H", "H", "H", "H", "H", "H", "H", "H", "C", "C", "C", "O", "C", "N", "H", "H", "H", "H", "H", "H", "H", "H", "H", "H", "H", "C", "C", "C", "O", "C", "N", "H", "H", "H", "H", "H", "H", "H", "H", "H", "H", "H", "C", "C", "C", "O", "C", "N", "H", "H", "H", "H", "H", "H", "H", "H", "H", "H", "H", "O", "H", "H", "O", "H", "H"],
  "positions_angstrom": [[1.727240, 0.965500, 4.562511], [2.643880, 0.854810, 4.299611], [1.455450, 1.880780, 4.462531], [1.211120, 0.503530, 3.897821], [-0.499910, -2.211850, 4.158951], [-0.034600, -3.043400, 4.042251], [-1.457310, -2.264410, 4.111751], [-0.194410, -1.555420, 3.528581], [0.944910, 0.200510, 0.257911], [-0.131450, 0.130890, 1.325651], [0.343250, -0.326210, 2.585671], [1.355380, -0.785720, 0.041171], [1.889660, 0.650190, 0.563401], [0.839890, 0.799990, -0.646359], [-0.961770, -0.494760, 0.998201], [-0.510900, 1.131650, 1.532071], [6.739590, -0.796010, 0.231121], [6.489910, 0.420920, -0.681919], [4.959800, 0.780830, -0.728309], [4.099650, -0.232330, -1.285159], [4.183030, -0.497010, -2.703639], [7.338250, 1.492090, -0.223489], [6.787410, -0.514170, 1.282971], [7.602000, -1.434500, 0.039641], [5.986230, -1.573270, 0.103011], [6.782370, 0.108970, -1.684549], [4.713610, 1.722920, -1.218169], [4.499010, 0.992500, 0.236561], [5.180550, -0.542840, -3.140619], [3.422750, 0.138000, -3.158419], [3.818370, -1.497600, -2.935899], [7.281890, 2.213550, -0.928059], [8.310250, 1.222820, -0.170409], [-2.648990, -3.573830, 0.399571], [-3.886340, -2.612670, 0.498631], [-4.787540, -2.795750, -0.683679], [-4.150530, -2.545700, -1.958459], [-3.705750, -1.202550, -2.086259], [-4.694810, -2.798320, 1.759031], [-1.864540, -3.138640, 1.018721], [-2.278610, -3.748030, -0.610659], [-2.840740, -4.535860, 0.874781], [-3.575770, -1.573540, 0.607531], [-5.738210, -2.263280, -0.655489], [-5.126610, -3.831510, -0.702169], [-2.744260, -1.073900, -1.589159], [-4.488970, -0.487580, -1.834309], [-3.489770, -0.910450, -3.113939], [-5.171570, -1.931770, 1.963701], [-3.974700, -2.726520, 2.463581], [-0.447240, 4.194880, 1.585621], [0.803890, 3.794760, 2.392721], [1.862010, 4.929760, 2.612771], [3.045170, 4.408200, 3.340561], [4.001570, 5.378940, 3.502071], [0.261780, 3.193470, 3.612841], [-0.916000, 5.079480, 2.016711], [-1.124680, 3.353410, 1.440341], [0.018850, 4.478130, 0.641891], [1.417810, 3.103110, 1.815821], [1.454120, 5.738600, 3.218991], [2.201140, 5.319450, 1.652961], [3.618810, 6.268030, 4.003171], [4.402450, 5.755690, 2.561091], [4.756820, 5.030220, 4.206411], [-0.453850, 2.599800, 3.218481], [-0.481020, 3.753850, 4.005681], [2.845040, -4.528760, 0.661141], [1.325260, -4.282790, 0.121181], [1.100240, -4.615460, -1.363749], [-0.346370, -4.535180, -1.603309], [-0.621030, -4.812100, -2.975859], [0.429510, -5.138000, 0.928411], [3.522000, -3.718370, 0.390741], [3.264990, -5.449450, 0.256091], [2.957580, -4.629500, 1.740631], [0.946800, -3.279830, 0.318541], [1.559160, -5.582350, -1.570169], [1.570250, -3.747310, -1.825819], [-0.817020, -5.857670, -3.213509], [0.102980, -4.424970, -3.692819], [-1.582100, -4.371390, -3.240829], [-0.520140, -4.893630, 0.686441], [0.569720, -6.057120, 0.533871], [-4.065650, 1.311330, 1.811581], [-5.507960, 1.161040, 1.520771], [-6.038550, 1.603480, 0.192711], [-7.461260, 1.392430, 0.091011], [-7.954820, 1.717420, -1.209699], [-5.912200, -0.247260, 1.671381], [-3.667650, 1.026430, 2.785511], [-3.801260, 2.361400, 1.686891], [-3.496080, 0.751160, 1.070031], [-6.014450, 1.757110, 2.279901], [-5.608630, 1.043140, -0.637519], [-6.016310, 2.679450, 0.019801], [-9.024790, 1.511120, -1.183439], [-7.403870, 1.269860, -2.036889], [-7.710570, 2.771790, -1.339139], [-6.871160, -0.389190, 1.387931], [-5.845100, -0.398800, 2.667691], [-0.570310, -0.981210, -4.438549], [-0.125900, 0.400350, -3.861649], [0.683610, 1.404710, -4.690709], [0.580290, 2.744730, -4.110489], [1.425970, 2.902330, -2.956909], [-1.317990, 1.054280, -3.467959], [0.217080, -1.696920, -4.674939], [-1.132050, -0.827820, -5.359979], [-1.289440, -1.543050, -3.842479], [0.372630, 0.263810, -2.902009], [0.356540, 1.437910, -5.729949], [1.690570, 1.028150, -4.870569], [0.950580, 2.290700, -2.190099], [1.359560, 3.964990, -2.723559], [2.473580, 2.637640, -3.100299], [-0.994090, 2.008860, -3.404859], [-1.978440, 1.051820, -4.232099], [3.122690, -1.228320, 2.343571], [2.182840, -1.107750, 2.208001], [3.524370, -0.912490, 1.534171], [2.608150, 3.846320, -0.351169], [3.339060, 3.859760, -0.969079], [2.545100, 2.932330, -0.073879]],
  "atomic_forces_ev_per_a": [[1.30, -0.36, 1.85], [0.83, -0.14, -0.18], [-0.85, 2.28, -0.26], [-2.12, -1.98, -2.67], [1.23, 0.15, 2.25], [0.54, -1.76, -0.23], [-2.79, -0.50, -0.01], [1.05, 2.56, -2.45], [1.55, -0.16, -0.06], [0.41, 0.43, 1.33], [0.85, -0.28, 0.34], [-0.54, -0.32, -0.56], [0.10, 0.47, 1.15], [-1.14, -0.45, -0.28], [-0.15, -0.04, -0.23], [-0.44, 0.38, -0.53], [-0.60, -0.74, 0.04], [-0.35, -1.72, 0.39], [-0.38, -0.15, -0.25], [1.08, -0.52, -0.17], [-0.77, -0.26, 0.72], [-0.64, 1.09, -0.16], [-0.18, 0.14, -0.01], [0.68, 0.75, -0.37], [-0.65, 0.34, 0.12], [-0.23, -0.05, -0.39], [0.69, 0.33, -0.75], [0.53, -0.50, 0.58], [0.08, 0.90, 0.12], [0.61, 0.50, -0.61], [-0.20, -0.27, 0.72], [0.24, 0.47, 0.08], [0.00, -0.28, 0.03], [-0.74, 0.81, 0.86], [-0.20, -0.02, 0.90], [-0.31, -0.46, -1.14], [-0.20, 0.26, 0.18], [0.13, -0.25, -0.46], [1.09, -1.01, -0.36], [0.33, 0.10, -0.13], [-0.20, 0.30, 0.09], [-0.44, -0.12, -0.11], [0.55, 0.15, -0.79], [0.11, 0.70, 0.34], [0.33, -0.27, -0.14], [-0.21, 0.42, 0.52], [0.07, 0.08, 0.78], [-0.07, -0.77, -0.40], [-0.23, -0.06, -0.89], [0.32, -0.69, 0.66], [2.23, 0.82, -0.91], [0.07, 1.22, 0.15], [0.16, -0.82, 1.12], [-2.42, -0.80, -1.05], [0.53, 1.25, 0.68], [0.29, -1.21, 0.54], [-0.24, -0.16, 0.06], [0.03, 0.15, 0.05], [-0.79, 0.19, -0.58], [-0.47, -0.79, 0.26], [-0.13, 0.20, 0.06], [-0.13, -0.07, -0.10], [-0.47, 0.29, 0.13], [0.40, -0.31, -0.21], [0.27, -0.32, -0.48], [0.32, -1.64, -0.22], [0.62, 1.48, 0.74], [-1.18, 0.55, -1.00], [0.42, -1.34, 1.64], [-0.60, 1.68, 1.47], [1.97, -0.64, -1.04], [-1.11, 0.16, -0.17], [0.62, 0.07, 0.01], [-0.10, 0.11, -0.28], [-0.17, -0.12, -0.29], [-0.77, 0.17, 0.02], [0.55, 0.33, -0.10], [-0.23, -0.07, -0.50], [0.24, -0.40, -1.09], [0.58, -0.45, 0.42], [0.35, 0.12, 0.27], [-0.05, 0.47, 0.28], [-0.19, -0.02, 0.00], [-0.21, -0.59, 0.31], [1.58, 0.57, -1.24], [-1.98, -0.68, 1.03], [-1.13, 0.74, -1.21], [0.02, -1.19, 0.19], [0.82, 0.75, 1.11], [0.42, 0.72, 0.33], [-0.69, -0.29, 0.16], [0.15, 0.20, -0.05], [0.24, -0.07, -0.06], [-0.45, 0.31, 0.08], [0.57, 0.08, -0.03], [1.18, 0.26, 0.04], [0.23, 0.08, -0.35], [-0.16, -0.84, 0.08], [-0.66, 0.51, -0.23], [-0.21, 0.16, 0.05], [-0.30, -0.43, 0.23], [0.61, 0.29, -0.69], [-0.21, -1.42, 0.38], [0.19, -0.37, -0.69], [1.60, -1.41, -1.04], [-1.35, 0.26, -0.44], [-1.48, 0.90, 0.55], [0.32, 0.24, 0.01], [0.13, 0.26, -0.35], [0.21, 0.48, 0.72], [0.65, -0.49, -0.09], [-0.80, 0.45, 0.09], [0.67, 0.46, 0.74], [0.51, 0.20, 0.54], [0.02, -0.20, 0.27], [0.01, -0.25, -0.30], [-0.84, 0.58, 0.40], [-0.29, -0.01, -0.21], [0.84, 0.02, 0.44], [-1.14, 0.19, 0.09], [0.18, -0.01, -0.30], [-0.11, 0.27, 0.12], [0.24, 0.07, -0.15], [-0.04, -0.38, 0.09]],
  "total_charge": 0,
  "homo_ev": [-3.06, -8.26],
  "multiplicity": 2,
  "s_squared": 0.751,
  "max_force_ev_per_a": 3.944
}

---

Which formula does entry 1 have?
C26H80N8O2

---

Which value of multiplicity does entry 2 give?
2